Formula: C64H56AsKN3O5S3Si
Source: OMol25
Level of theory: ωB97M-V/def2-TZVPD

```
134
Properties=species:S:1:pos:R:3:forces:R:3:mulliken_charge:R:1
K -0.2546 0.4787 2.1719 0.548 -0.004 0.534 0.4819
C 5.2243 -3.7051 -2.7179 0.210 -0.052 0.027 -1.7757
C 4.0003 -3.5079 -1.8839 -0.122 -0.042 0.114 1.0002
C 3.3693 -4.5723 -1.2303 0.086 -0.071 -0.082 -1.0193
C 2.2016 -4.3859 -0.5079 0.030 0.040 0.068 -0.9435
C 1.6744 -3.1057 -0.4121 0.044 0.143 -0.080 1.0146
C 2.3134 -2.0242 -1.0021 0.069 -0.001 0.205 -0.5644
C 3.4636 -2.2323 -1.7379 0.070 0.087 0.004 -0.7168
S 0.1623 -2.7480 0.4423 -0.126 -0.049 0.027 1.1408
O -0.0065 -3.6624 1.6033 -0.016 -0.075 -0.046 -0.8287
C -0.9973 -3.3783 -0.8036 0.016 -0.080 0.126 0.5864
C -1.6514 -4.5890 -0.5033 -0.029 -0.088 0.132 -1.1106
C -2.6101 -5.0705 -1.3439 -0.003 0.022 -0.014 -1.2895
C -2.9714 -4.3575 -2.5148 0.063 0.078 0.024 0.9871
C -3.9975 -4.8148 -3.3773 -0.024 -0.004 -0.019 -0.9598
C -4.3493 -4.0992 -4.4853 -0.015 -0.027 0.004 -0.7278
C -3.6857 -2.8910 -4.7886 0.023 0.023 -0.007 -0.8765
C -2.6888 -2.4260 -3.9800 -0.003 -0.019 0.010 -0.7555
C -2.3062 -3.1437 -2.8177 -0.015 -0.072 0.000 1.1705
C -1.3003 -2.6604 -1.9264 -0.082 0.004 -0.221 -0.6271
C -0.5971 -1.3830 -2.2222 -0.140 0.118 -0.063 -0.7427
C 0.4294 -1.3341 -3.2065 -0.005 0.091 -0.065 1.1899
C 0.8284 -2.4858 -3.9289 0.016 -0.041 -0.008 -0.9586
C 1.8604 -2.4209 -4.8189 -0.012 -0.035 -0.006 -0.9024
C 2.5414 -1.2037 -5.0386 -0.008 0.053 0.012 -0.6614
C 2.1726 -0.0764 -4.3617 0.027 -0.019 -0.063 -1.1426
C 1.1092 -0.1106 -3.4271 -0.065 -0.019 0.007 0.7908
C 0.7435 1.0364 -2.6784 -0.009 -0.041 -0.003 -0.5380
C -0.2554 0.9826 -1.7502 -0.002 -0.026 -0.003 0.2627
C -0.9288 -0.2379 -1.5443 0.015 -0.057 -0.060 0.8727
S -2.2096 -0.3110 -0.2828 -0.122 0.048 -0.089 -0.3174
O -2.1007 0.9830 0.4726 -0.118 -0.122 -0.281 0.4137
C -3.6487 -0.1768 -1.3248 0.017 -0.086 0.018 0.6365
C -4.5209 -1.2501 -1.3716 -0.005 0.003 -0.017 -0.1149
C -5.6545 -1.1664 -2.1723 0.003 0.020 0.028 -1.2012
C -5.9227 -0.0152 -2.9021 -0.007 -0.015 0.007 1.1071
C -7.1458 0.0839 -3.7736 0.038 -0.003 -0.009 -1.7048
C -5.0359 1.0626 -2.8156 -0.034 0.011 -0.025 -0.8800
C -3.8999 0.9904 -2.0341 0.036 0.038 -0.002 -0.1860
H 5.4720 -4.7568 -2.8407 -0.035 -0.041 -0.001 0.4556
H 6.0975 -3.2554 -2.2394 0.002 -0.011 0.073 0.2930
H 5.0902 -3.2379 -3.6966 -0.012 -0.013 -0.037 0.2993
H 3.8207 -5.5562 -1.2907 -0.015 0.020 0.003 0.3906
H 1.7152 -5.2086 0.0047 0.026 0.005 -0.038 0.5247
H 1.9090 -1.0255 -0.8799 0.023 0.018 0.034 0.6292
H 3.9667 -1.3908 -2.2037 -0.042 -0.033 0.018 0.5052
H -1.3821 -5.0977 0.4157 -0.006 0.026 -0.058 0.6804
H -3.1196 -6.0009 -1.1195 0.011 0.016 -0.004 0.3768
H -4.4998 -5.7451 -3.1375 0.005 0.011 -0.006 0.4439
H -5.1361 -4.4569 -5.1376 0.003 -0.003 0.007 0.4129
H -3.9719 -2.3296 -5.6692 0.006 -0.002 0.011 0.4573
H -2.1890 -1.4953 -4.2147 0.013 0.018 0.007 0.4831
H 0.3272 -3.4274 -3.7406 0.019 0.016 -0.010 0.5950
H 2.1771 -3.3122 -5.3467 -0.017 0.025 0.021 0.4233
H 3.3675 -1.1731 -5.7380 -0.014 0.007 0.015 0.4234
H 2.6987 0.8589 -4.5163 -0.012 -0.026 0.002 0.4528
H 1.2764 1.9649 -2.8436 0.005 0.010 0.016 0.3998
H -0.5298 1.8476 -1.1624 -0.028 0.103 0.054 -0.1787
H -4.3107 -2.1481 -0.8003 -0.004 0.028 -0.017 0.4893
H -6.3339 -2.0095 -2.2273 0.017 0.025 0.001 0.3674
H -7.7500 -0.8202 -3.7108 0.003 0.003 0.001 0.3933
H -6.8644 0.2325 -4.8185 -0.010 -0.003 0.022 0.3427
H -7.7673 0.9314 -3.4795 0.006 -0.004 0.000 0.3681
H -5.2479 1.9699 -3.3708 0.010 -0.013 0.016 0.4319
H -3.2163 1.8290 -1.9526 -0.024 -0.011 -0.007 0.2837
O 7.9109 -3.7378 -0.8214 -0.009 -0.047 0.010 -0.7124
S 7.9312 -5.0746 -0.2484 -0.049 0.228 -0.034 1.2723
O 9.2460 -5.5717 0.0850 -0.025 -0.038 -0.023 -0.7138
O 7.0538 -6.0240 -0.9202 -0.079 -0.065 -0.101 -0.6953
C 7.0755 -4.8890 1.3486 0.133 0.017 0.112 -0.0212
N 7.4359 -5.7223 2.3258 -0.038 0.038 -0.042 -0.4802
C 6.7907 -5.5939 3.4759 -0.062 0.043 -0.041 -0.4027
C 5.7737 -4.6730 3.6633 0.008 -0.023 0.037 -0.7869
C 5.4428 -3.8873 2.5679 -0.027 -0.035 -0.013 -0.1156
N 6.1124 -3.9733 1.4206 -0.107 -0.048 0.005 -0.1249
C 4.3011 -2.9349 2.6168 0.007 -0.011 0.012 1.6038
C 4.3432 -1.7302 1.9268 -0.002 0.048 -0.046 -0.5922
C 3.2366 -0.8988 1.9731 0.050 0.039 -0.050 -0.8713
N 2.1087 -1.1982 2.6194 -0.065 -0.033 -0.014 0.6336
C 2.0830 -2.3489 3.2902 -0.103 0.013 0.044 -1.1260
C 3.1433 -3.2354 3.3272 0.089 -0.028 -0.070 -0.5044
H 7.0908 -6.2628 4.2774 0.018 0.031 0.004 0.4100
H 5.2738 -4.5633 4.6152 -0.029 -0.030 0.001 0.5096
H 5.2202 -1.4635 1.3514 -0.017 -0.019 0.013 0.4981
H 3.2474 0.0575 1.4574 0.011 -0.019 0.011 0.4548
H 1.1545 -2.5901 3.7971 0.075 0.004 -0.026 0.3912
H 3.0385 -4.1758 3.8514 0.021 0.008 0.032 0.4587
C -1.7979 7.6587 4.6619 0.005 0.002 -0.010 -0.4418
C -2.3049 6.5101 5.2536 -0.001 -0.012 -0.004 -0.6605
C -2.3890 5.3344 4.5228 0.015 0.026 0.002 -0.5459
C -1.9829 5.2943 3.1918 -0.037 0.020 0.050 -0.0162
C -1.4726 6.4489 2.6068 0.003 -0.021 0.005 0.2137
C -1.3779 7.6249 3.3398 -0.014 0.005 0.023 -0.7240
As -2.1477 3.5792 2.2728 -0.073 -0.035 0.052 0.2906
C -1.1282 4.0404 0.6708 -0.042 -0.137 -0.188 0.7145
C -1.6942 4.3770 -0.5573 0.107 -0.009 0.069 -0.3767
C -0.8824 4.6500 -1.6530 -0.024 -0.015 0.008 -0.5818
C 0.4999 4.5808 -1.5338 0.017 -0.036 0.000 -0.7158
C 1.0699 4.2251 -0.3179 -0.008 0.027 -0.057 -0.2861
C 0.2590 3.9540 0.7767 -0.040 0.039 -0.026 0.2608
C -3.9803 3.7925 1.5913 0.029 0.204 -0.095 -0.1426
C -4.7180 2.6469 1.3091 0.021 -0.037 -0.053 -0.3656
C -6.0049 2.7387 0.7921 0.010 0.005 0.011 -0.5628
C -6.5752 3.9827 0.5659 0.011 0.017 0.016 -0.5310
C -5.8550 5.1341 0.8605 -0.007 -0.023 -0.004 -0.6801
C -4.5667 5.0385 1.3684 0.003 -0.069 0.009 0.0030
H -1.7184 8.5746 5.2346 0.005 -0.013 -0.010 0.3661
H -2.6167 6.5242 6.2907 0.005 0.002 -0.011 0.3730
H -2.7540 4.4318 4.9997 -0.015 -0.003 0.007 0.3782
H -1.1322 6.4311 1.5788 -0.002 0.006 -0.005 0.4221
H -0.9685 8.5146 2.8767 -0.005 -0.010 0.006 0.3733
H -2.7686 4.4298 -0.6607 -0.115 0.014 -0.009 0.3188
H -1.3312 4.9163 -2.6031 -0.002 0.002 0.015 0.3728
H 1.1294 4.7991 -2.3887 -0.003 0.002 0.014 0.3795
H 2.1463 4.1547 -0.2137 -0.012 0.004 0.010 0.4611
H 0.7085 3.6549 1.7181 0.019 0.009 0.013 -0.6649
H -4.2707 1.6747 1.4727 -0.004 -0.006 0.005 0.3379
H -6.5597 1.8357 0.5659 0.003 -0.001 0.005 0.4277
H -7.5806 4.0569 0.1695 0.009 0.000 -0.002 0.3845
H -6.2980 6.1088 0.6938 0.009 -0.009 0.004 0.4034
H -4.0141 5.9412 1.5966 0.019 0.027 0.003 0.4034
C 2.7590 1.6149 5.2888 -0.040 -0.024 0.025 -1.2678
Si 1.7218 2.5075 3.9295 0.069 0.080 0.022 0.2545
C 3.1845 3.3710 2.9873 0.037 0.024 -0.024 -1.3422
C 1.1014 4.0384 4.9341 0.041 0.045 0.028 -1.0945
H 3.4293 2.3292 5.7868 -0.013 -0.065 -0.007 0.3475
H 3.3722 0.8113 4.8661 -0.020 0.034 0.001 0.2672
H 2.1199 1.1609 6.0546 0.024 0.030 -0.025 0.3165
H 3.8281 3.9196 3.6903 -0.029 -0.045 -0.044 0.4494
H 2.8433 4.0951 2.2370 0.002 -0.012 0.037 0.4094
H 3.8144 2.6422 2.4628 -0.020 0.015 0.040 0.2163
H 1.9274 4.4727 5.5165 -0.068 0.002 -0.032 0.4674
H 0.2941 3.7862 5.6310 0.035 -0.020 -0.021 0.2534
H 0.7137 4.8242 4.2741 0.016 -0.014 0.020 0.1954
```
Positions in Å, forces in eV/Å.

Summary:
E_LUMO = 1.20 eV
Calculated total energy = -7332.751325 a.u.
HOMO energy = -3.47 eV
ΔE to the lowest compared entry with this formula, charge and spin = 0.000 eV
Net charge = -1
Orbital gap = 0.172 Eh